1.
ORCA calculation (ωB97M-V/def2-TZVPD) on a 13-piece molecular cluster, C13H52N20O13 overall at a distorted geometry.

Each line ends with the Mulliken charge.
Atoms and positions in Å:
C1 5.297000 -13.245000 12.063000  0.0079
O1 5.246000 -14.363000 12.838000  -0.7003
N1 5.858000 -13.244000 10.901000  -0.2036
N2 4.743000 -12.170000 12.428000  -0.1775
H1 6.393000 -14.120000 10.666000  0.2942
H2 6.084000 -12.474000 10.314000  0.2363
H3 4.593000 -12.166000 13.444000  0.0857
H4 4.677000 -11.284000 11.815000  0.2479
C2 -2.244000 -15.506000 13.279000  0.7751
O2 -2.908000 -15.167000 12.071000  -0.8200
N3 -1.123000 -16.205000 13.314000  -0.3924
N4 -2.716000 -15.138000 14.460000  -0.2865
H5 -0.876000 -16.653000 12.462000  0.1973
H6 -0.667000 -16.471000 14.161000  0.3543
H7 -3.435000 -14.425000 14.421000  0.2776
H8 -2.236000 -15.172000 15.355000  0.2272
C3 -0.408000 -11.100000 13.762000  -0.3548
O3 -1.103000 -10.887000 12.610000  -0.7157
N5 -0.746000 -11.883000 14.690000  -0.2588
N6 0.756000 -10.551000 13.924000  -0.3293
H9 -1.733000 -12.204000 14.910000  0.2379
H10 -0.017000 -12.306000 15.288000  0.4938
H11 0.955000 -9.759000 13.301000  0.3490
H12 1.081000 -10.309000 14.849000  0.3012
C4 2.494000 -13.103000 16.454000  0.3310
O4 1.138000 -12.787000 16.284000  -0.7015
N7 3.381000 -13.044000 15.477000  0.5368
N8 3.012000 -13.417000 17.602000  -0.3368
H13 2.997000 -12.997000 14.475000  -1.1628
H14 4.405000 -13.361000 15.610000  0.4177
H15 2.391000 -13.434000 18.367000  0.3821
H16 4.046000 -13.302000 17.816000  0.2616
C5 -0.542000 -13.852000 10.173000  0.2366
O5 -0.190000 -15.186000 10.355000  -0.6331
N9 -1.692000 -13.347000 10.636000  -0.2366
N10 0.224000 -12.970000 9.594000  -0.0696
H17 -2.301000 -13.978000 11.172000  0.3583
H18 -2.026000 -12.388000 10.529000  0.1221
H19 1.092000 -13.354000 9.171000  0.0439
H20 0.224000 -11.937000 9.803000  0.2127
C6 1.606000 -13.842000 12.733000  -1.2308
O6 2.120000 -14.858000 11.975000  -0.1130
N11 2.234000 -12.745000 13.039000  2.7466
N12 0.453000 -13.962000 13.340000  0.5599
H21 3.137000 -12.594000 12.528000  -0.5303
H22 1.764000 -11.894000 13.464000  -0.3334
H23 -0.137000 -14.765000 13.121000  -0.4858
H24 -0.160000 -13.153000 13.646000  -0.3621
C7 0.059000 -15.616000 16.683000  0.6440
O7 -1.139000 -14.916000 16.886000  -0.8748
N13 0.628000 -16.200000 17.689000  -0.3562
N14 0.636000 -15.738000 15.532000  0.0666
H25 0.269000 -15.946000 18.649000  0.3119
H26 1.605000 -16.602000 17.493000  0.2506
H27 0.492000 -14.937000 14.853000  0.1984
H28 1.529000 -16.138000 15.332000  0.2703
C8 0.749000 -9.497000 9.896000  0.4199
O8 -0.109000 -8.470000 10.366000  -0.7354
N15 1.512000 -9.372000 8.832000  -0.3393
N16 0.978000 -10.572000 10.548000  0.5136
H29 1.199000 -8.534000 8.263000  0.3018
H30 1.633000 -10.264000 8.404000  0.1906
H31 0.388000 -10.809000 11.325000  -0.3299
H32 1.794000 -11.148000 10.446000  0.4972
C9 2.498000 -18.521000 10.853000  0.6012
O9 2.315000 -18.315000 9.515000  -0.6992
N17 2.050000 -17.677000 11.757000  -0.0534
N18 2.971000 -19.634000 11.360000  -0.4256
H33 1.914000 -16.677000 11.508000  -0.3372
H34 2.340000 -17.850000 12.719000  0.1800
H35 3.576000 -20.156000 10.623000  0.2866
H36 3.053000 -19.906000 12.368000  0.1876
C10 5.023000 -10.104000 15.111000  0.6502
O10 5.895000 -10.766000 15.863000  -0.7097
N19 5.249000 -8.896000 14.571000  -0.4144
N20 3.834000 -10.590000 14.860000  -0.2946
H37 4.734000 -8.512000 13.819000  0.1672
H38 6.154000 -8.474000 14.769000  0.2724
H39 3.660000 -11.581000 15.295000  0.4466
H40 3.314000 -10.258000 14.089000  0.1007
C11 2.687000 -15.387000 8.956000  -0.2174
O11 1.874000 -14.692000 8.116000  -0.6155
H41 3.083000 -16.267000 8.522000  0.7266
H42 2.047000 -15.827000 9.639000  -0.2421
H43 3.411000 -14.771000 9.448000  -0.0344
H44 2.056000 -14.961000 7.202000  0.3213
C12 3.686000 -16.333000 14.307000  -0.3691
O12 2.772000 -17.356000 14.698000  -0.6643
H45 3.206000 -15.355000 14.396000  -0.4049
H46 4.081000 -16.672000 13.383000  0.4289
H47 4.473000 -16.197000 15.011000  0.5240
H48 3.263000 -18.064000 15.078000  0.2544
C13 3.606000 -11.746000 8.712000  -0.9821
O13 3.058000 -12.322000 9.878000  -0.0823
H49 4.502000 -12.337000 8.466000  0.4309
H50 3.897000 -10.655000 8.763000  0.2606
H51 2.866000 -11.750000 7.923000  0.3357
H52 3.788000 -12.757000 10.351000  -0.5184

Cartesian forces, eV/Å:
1.23 -8.62 3.76
0.47 5.22 -3.08
2.81 -3.29 -3.65
-1.76 6.21 1.65
-1.14 1.33 0.32
0.01 0.78 0.11
0.17 0.92 -0.83
0.40 -1.99 1.75
-3.90 1.58 -5.33
2.93 -2.17 6.66
0.07 -0.97 -1.16
-1.46 1.58 0.38
0.44 -0.24 -0.89
-0.09 -0.26 0.43
-0.04 -0.40 -0.16
0.62 -0.30 0.16
-5.98 2.39 -8.28
3.13 -0.89 5.13
-3.84 -3.65 4.58
4.66 3.74 -0.17
1.83 0.66 -1.08
-0.19 0.52 0.41
-0.44 -0.60 -0.06
-0.31 -0.39 0.40
-6.15 1.68 -1.49
7.03 -1.68 1.11
2.15 -1.34 -2.05
2.23 -0.33 2.56
0.26 -0.57 1.02
-2.41 0.44 -0.22
-0.57 0.09 0.97
-2.08 -0.28 -0.59
-0.38 -6.02 1.99
-1.79 6.13 -0.94
-1.22 -0.17 0.56
3.30 1.71 -1.91
0.31 -0.01 -0.15
0.78 -0.56 -0.17
-1.06 0.37 0.46
-0.70 -2.34 -0.48
1.03 -6.89 -4.18
-1.53 5.33 3.88
3.11 3.53 -0.42
-3.43 0.20 0.88
-1.91 -0.19 0.49
0.29 -1.32 -0.96
0.51 0.08 -0.79
1.51 -1.46 -0.81
-6.77 4.21 1.41
5.32 -3.14 -1.25
2.54 -1.52 3.40
-0.03 2.05 -3.81
0.80 -0.78 -1.75
-2.25 0.87 1.09
-0.09 -1.00 0.99
0.40 -0.88 0.67
-5.04 7.95 3.34
4.42 -5.34 -2.75
-0.09 2.91 -2.80
0.06 -2.31 3.07
0.76 -1.75 0.62
0.24 -0.04 -1.03
-0.77 0.24 0.57
0.38 -0.17 -0.40
-2.50 2.23 -6.51
1.63 -1.37 6.07
-0.40 2.23 1.16
3.42 -4.64 -1.02
-0.25 -0.81 0.24
-0.31 0.36 -0.45
-1.72 0.90 2.18
-0.12 0.81 -1.75
4.20 -1.83 2.96
-3.34 2.73 -2.80
2.33 0.87 0.67
-1.38 -2.52 1.04
-0.61 0.22 -0.38
-0.44 -0.28 -0.21
0.03 2.28 -1.04
-0.66 0.44 -0.51
0.70 -1.06 0.58
-0.73 1.51 -2.90
1.04 -0.66 -0.81
-1.06 -0.44 1.96
0.69 0.36 0.28
-0.26 0.30 0.49
-0.20 0.20 0.68
-0.86 0.45 0.39
-0.27 -0.41 -1.13
0.39 0.93 -1.15
1.01 -0.46 0.76
0.50 -0.86 0.46
1.16 0.68 -0.32
0.53 0.53 0.59
-0.39 0.28 -0.61
-0.12 -0.95 0.62
-0.06 -0.66 -0.32
-0.70 -0.20 -0.39

Properties
ΔE to the lowest compared entry with this formula, charge and spin: 300.7 kcal per mole
E: -70741.749 eV
Kohn-Sham gap: 6.66 eV

2.
ORCA calculation (ωB97M-V/def2-TZVPD) on a 13-piece molecular cluster, C13H52N26O13 overall at a distorted geometry.

Each line ends with the Mulliken charge.
Atoms and positions in Å:
C1 -3.371741 1.420925 2.878970  0.5818
O1 -4.056348 1.386214 3.877389  -0.7714
N1 -2.294410 2.096118 2.819474  -0.1072
N2 -3.602218 0.691234 1.846951  -0.2486
H1 -2.007070 2.633703 3.624792  0.1975
H2 -1.592786 1.882182 2.125167  0.2186
H3 -4.392247 0.065640 1.779110  0.1896
H4 -2.996644 0.975284 1.090190  0.0648
C2 -0.061387 0.303465 0.355639  0.4616
O2 -0.402018 1.251061 1.040873  -0.3952
N3 -0.473517 -0.961221 0.514382  1.4050
N4 0.571612 0.284294 -0.796648  0.3679
H5 -0.285491 -1.647084 -0.202787  -0.8942
H6 -1.120733 -1.078201 1.280885  -0.5491
H7 0.468070 -0.506137 -1.416803  -0.3805
H8 0.835752 1.152438 -1.240114  0.1011
C3 0.201841 4.243972 -4.082613  0.6408
O3 1.138294 3.650713 -4.583329  -0.7068
N5 -0.167928 4.168945 -2.850262  0.0244
N6 -0.609866 4.976680 -4.756813  -0.4428
H9 0.334561 3.459282 -2.336467  0.0111
H10 -0.654219 4.912314 -2.369621  0.1381
H11 -0.260918 5.253720 -5.663223  0.2554
H12 -1.423143 5.314465 -4.262266  0.1528
C4 1.432669 3.169665 3.652389  0.5377
O4 0.526750 2.532739 4.180990  -0.6546
N7 1.684665 3.086820 2.359648  -0.0898
N8 2.130595 4.082241 4.125385  -0.3332
H13 1.203707 2.332922 1.890170  -0.1223
H14 2.477943 3.601353 2.004578  0.1053
H15 2.865489 4.464302 3.547406  0.1334
H16 1.942259 4.377667 5.072669  0.2628
C5 1.516464 -3.537538 -4.954270  0.4127
O5 2.033461 -4.128303 -5.855568  -0.6967
N9 0.314065 -3.657984 -4.521426  -0.2212
N10 2.182775 -2.741223 -4.172491  -0.2734
H17 -0.303918 -4.158870 -5.143763  0.1730
H18 -0.004508 -3.496272 -3.576720  0.0013
H19 1.649434 -2.339010 -3.414956  0.0813
H20 3.041504 -2.244732 -4.362692  0.1913
C6 1.609926 -3.967454 -0.686577  0.4850
O6 1.713326 -2.749750 -0.659577  -0.5676
N11 2.026091 -4.698280 -1.712912  -0.4825
N12 0.983118 -4.669788 0.173717  -0.1319
H21 1.482425 -5.479129 -2.051738  0.2326
H22 2.616815 -4.157401 -2.328214  0.2554
H23 0.853317 -5.607602 -0.178082  0.2438
H24 0.442024 -4.123806 0.828855  0.0798
C7 3.280259 3.130032 -1.674090  0.4983
O7 2.095265 2.740863 -1.670132  -0.6104
N13 3.732156 4.182290 -1.001367  -0.4586
N14 4.171258 2.645593 -2.444048  -0.4237
H25 4.729619 4.285770 -0.881142  0.1829
H26 3.098713 4.559188 -0.310850  0.1654
H27 3.826441 1.893613 -3.023478  0.2544
H28 4.950548 3.227698 -2.716027  0.1798
C8 -1.905238 0.929510 -3.970835  0.5712
O8 -2.677735 0.763147 -3.027127  -0.7552
N15 -0.744280 0.441596 -4.008495  0.0544
N16 -2.229262 1.527516 -5.072203  -0.3941
H29 0.001473 0.642803 -4.659240  0.2129
H30 -0.561947 -0.186404 -3.238768  -0.0958
H31 -3.178044 1.873787 -5.070826  0.2562
H32 -1.577463 1.542640 -5.843585  0.1599
C9 -2.100033 -4.583027 2.070724  0.4007
O9 -2.489789 -5.694584 1.628216  -0.8090
N17 -2.672795 -3.454026 1.723796  -0.1020
N18 -1.131709 -4.356316 2.899286  0.0564
H33 -2.486538 -2.582701 2.199396  0.0714
H34 -3.589147 -3.592256 1.322208  0.2499
H35 -0.611153 -5.120140 3.306333  0.2211
H36 -0.771011 -3.415964 2.975087  -0.1806
C10 -0.358375 5.577945 -0.062280  0.6006
O10 0.725386 5.701801 -0.541638  -0.6071
N19 -1.247876 6.507409 -0.058540  -0.3686
N20 -0.768423 4.596038 0.675874  -0.2791
H37 -2.077653 6.316333 0.484648  0.1236
H38 -1.094218 7.402364 -0.500769  0.2635
H39 -1.768450 4.521534 0.796232  0.2459
H40 -0.059075 3.882594 0.764874  -0.0533
C11 -1.748726 -2.462274 -2.051562  0.4533
O11 -0.700923 -1.892522 -2.429645  -0.0978
N21 -1.760980 -3.759130 -1.974579  -0.3239
N22 -2.891270 -1.928624 -1.680783  -0.3516
H41 -2.527181 -4.312718 -1.618807  0.2300
H42 -0.964841 -4.220365 -2.391131  0.0793
H43 -3.601713 -2.393509 -1.133752  0.1807
H44 -3.053605 -0.931752 -1.681092  0.1969
C12 -1.095283 -1.601660 4.851994  0.5994
O12 -0.963723 -1.513590 3.667018  -0.5362
N23 -1.135071 -2.728390 5.492382  -0.2962
N24 -1.021244 -0.584864 5.676612  -0.4630
H45 -1.239929 -3.633161 5.055936  0.2010
H46 -1.302483 -2.721566 6.488394  0.1507
H47 -1.191928 -0.697045 6.665739  0.1445
H48 -0.652471 0.254817 5.253472  0.2127
C13 2.269314 -3.242229 3.478369  0.8390
O13 1.591656 -4.260571 3.382261  -0.6479
N25 2.459637 -2.351364 2.520983  -0.2337
N26 3.096871 -3.000157 4.467451  -0.5487
H49 1.912069 -2.230755 1.680904  0.0436
H50 3.307851 -1.803205 2.533047  0.1829
H51 3.231794 -3.697914 5.185106  0.2420
H52 3.273436 -2.014674 4.600748  0.1754

Cartesian forces, eV/Å:
-2.00 -0.67 3.86
-1.89 0.06 1.85
4.30 3.72 -0.21
-0.43 -2.34 -4.41
-0.06 -0.32 -0.15
0.26 0.00 0.23
0.30 0.49 -0.07
-0.62 -0.94 -0.74
-1.28 -2.18 -1.89
0.72 1.26 0.73
-1.48 -0.96 2.73
2.24 2.49 -2.48
-0.09 -0.04 0.52
0.17 -0.59 -0.09
0.13 0.07 0.33
0.28 0.09 0.13
1.70 -1.41 -0.49
1.27 -0.86 -0.65
-0.44 -1.58 4.32
-2.32 2.91 -3.26
0.11 0.51 0.63
0.34 -0.40 -0.18
-0.77 0.33 0.11
0.12 0.34 -0.94
-4.40 -3.71 -2.25
-0.05 -0.25 0.92
0.11 -1.42 -2.99
4.07 5.38 4.93
0.27 -0.05 -0.65
-0.46 -0.68 -0.63
-0.21 0.38 0.92
0.50 0.18 -0.21
2.71 -0.48 -0.65
0.41 -1.16 -2.75
-5.92 -2.03 0.12
2.57 3.67 3.57
-0.01 -0.15 0.35
0.43 0.85 -0.62
0.21 0.35 0.04
-0.14 -0.70 -0.46
0.08 2.17 -1.76
0.78 1.28 0.45
1.79 -0.59 -2.32
-1.83 -1.63 2.57
0.50 0.17 -0.10
-0.29 -0.52 -0.60
-0.73 -0.09 1.49
-0.32 -1.03 0.39
-4.43 1.01 0.97
1.01 -0.06 0.80
-0.01 1.67 2.03
3.07 -2.86 -3.19
-0.37 0.11 0.21
0.10 0.32 -0.23
0.47 0.28 -0.32
-0.15 -0.53 -0.23
-2.82 0.09 1.36
-0.82 0.05 0.79
5.99 -2.81 1.29
-2.10 2.34 -2.73
-0.43 0.15 0.10
0.36 -0.12 -0.16
0.38 0.22 -0.70
-0.68 0.32 0.03
-1.53 -3.52 -1.32
0.65 1.41 0.72
-2.58 2.54 -2.02
2.85 -0.86 2.28
-0.08 -0.13 0.22
0.16 0.31 0.01
0.25 0.24 -0.46
0.20 0.05 0.36
1.16 0.49 0.74
3.29 0.04 -1.45
-3.90 4.20 -0.88
-0.06 -3.41 1.39
0.06 0.90 -0.33
-0.12 -0.32 0.17
0.56 -1.09 0.42
-0.89 -0.76 0.36
1.06 1.41 -0.07
-0.72 0.16 0.14
0.70 -3.96 -0.16
-2.17 2.44 0.89
0.22 0.12 -0.17
-0.41 -0.35 0.63
0.49 -0.54 -0.35
0.67 0.31 -0.50
0.77 0.36 0.64
-0.01 0.24 -3.73
-0.83 -4.48 2.44
0.04 2.84 0.97
-0.10 0.43 -0.26
0.13 -0.12 -0.29
0.25 0.47 -0.42
-0.34 0.39 0.47
-0.59 -2.34 -1.62
-0.62 0.10 0.22
-0.01 2.28 -2.30
1.61 0.60 2.86
-0.22 -0.43 0.08
-0.33 -0.11 0.02
-0.20 0.48 0.00
0.37 -0.46 0.69

Properties
ΔE to the lowest compared entry with this formula, charge and spin: 179.7 kcal per mole
E: -79693.608 eV
Kohn-Sham gap: 8.81 eV